Entry from the OMol25 dataset: a cluster of 19 separate species, C31H103N29O19 in total in a non-equilibrium geometry (ωB97M-V/def2-TZVPD).

Positions of all 182 atoms, in Å:
1 C 1.473 3.821 4.127
2 C 0.925 3.861 5.673
3 C 1.410 5.076 6.530
4 O 0.733 4.965 7.759
5 C 1.204 5.915 8.754
6 N -0.473 3.501 5.528
7 H 0.879 4.469 3.483
8 H 1.451 2.786 3.787
9 H 2.477 4.241 4.075
10 H 1.370 2.992 6.159
11 H 1.256 6.061 6.088
12 H 2.469 5.002 6.775
13 H 2.263 5.944 9.008
14 H 0.596 5.892 9.658
15 H 0.909 6.891 8.370
16 H -0.672 2.758 4.874
17 H -0.876 3.229 6.413
18 C 0.971 -4.850 2.667
19 C 1.873 -3.624 2.954
20 C 3.060 -3.828 3.922
21 O 2.851 -3.418 5.275
22 C 4.037 -3.296 5.965
23 N 2.324 -3.218 1.582
24 H 0.113 -4.695 2.013
25 H 0.484 -5.327 3.518
26 H 1.473 -5.635 2.101
27 H 1.245 -2.815 3.327
28 H 3.919 -3.302 3.506
29 H 3.331 -4.872 4.079
30 H 4.615 -4.220 5.982
31 H 3.581 -3.044 6.923
32 H 4.528 -2.374 5.655
33 H 2.697 -2.297 1.400
34 H 1.573 -3.252 0.909
35 C -0.013 -0.140 3.795
36 C 0.824 -0.052 5.043
37 C 0.287 -0.686 6.383
38 O 1.027 -0.188 7.574
39 C 0.781 -1.064 8.706
40 N 2.075 -0.743 4.709
41 H 0.606 -0.094 2.899
42 H -0.706 0.692 3.665
43 H -0.514 -1.099 3.666
44 H 1.080 1.006 5.089
45 H 0.137 -1.765 6.426
46 H -0.674 -0.193 6.527
47 H -0.282 -1.033 8.947
48 H 1.155 -0.576 9.606
49 H 0.910 -2.146 8.662
50 H 2.183 -1.709 4.982
51 H 2.177 -0.642 3.709
52 C -3.450 -3.010 1.318
53 C -3.111 -2.816 2.789
54 O -4.125 -3.428 3.508
55 H -2.810 -2.287 0.814
56 H -4.500 -2.847 1.075
57 H -3.132 -3.984 0.947
58 H -3.147 -1.732 2.900
59 H -2.134 -3.163 3.126
60 H -4.202 -2.991 4.359
61 C -4.147 3.253 1.997
62 C -4.569 2.194 0.958
63 O -5.379 2.739 -0.051
64 H -4.835 3.390 2.830
65 H -3.765 4.134 1.480
66 H -3.244 2.869 2.472
67 H -5.128 1.395 1.444
68 H -3.679 1.725 0.540
69 H -6.167 2.949 0.455
70 C -1.282 -0.347 -1.505
71 C -0.303 0.422 -0.679
72 O -0.388 0.054 0.658
73 H -1.188 -0.181 -2.578
74 H -2.343 -0.484 -1.297
75 H -0.940 -1.375 -1.380
76 H -0.464 1.499 -0.641
77 H 0.753 0.232 -0.873
78 H 0.347 0.527 1.054
79 C -0.203 -4.992 -1.536
80 O -1.395 -4.724 -1.873
81 N 0.838 -4.358 -1.959
82 N 0.091 -5.894 -0.649
83 H 0.717 -3.692 -2.709
84 H 1.785 -4.561 -1.674
85 H -0.639 -6.463 -0.245
86 H 1.019 -5.969 -0.255
87 C 0.569 4.481 -1.125
88 O 1.448 4.234 -0.329
89 N -0.561 5.096 -0.745
90 N 0.343 4.074 -2.347
91 H -0.602 5.659 0.093
92 H -1.347 5.231 -1.364
93 H 0.888 3.363 -2.813
94 H -0.509 4.390 -2.790
95 C -3.520 3.503 -2.747
96 O -2.704 3.910 -3.625
97 N -3.282 2.538 -1.933
98 N -4.780 4.002 -2.603
99 H -4.039 2.443 -1.271
100 H -2.368 2.115 -1.855
101 H -4.966 4.883 -3.061
102 H -5.224 3.870 -1.705
103 C 3.320 1.294 1.735
104 O 2.415 0.647 1.214
105 N 3.350 2.587 1.706
106 N 4.205 0.805 2.562
107 H 3.890 3.106 2.384
108 H 2.774 3.146 1.093
109 H 5.080 1.232 2.830
110 H 4.048 -0.150 2.854
111 C 1.069 -1.785 -4.536
112 O 1.301 -2.983 -4.614
113 N 1.930 -0.975 -4.086
114 N -0.069 -1.163 -4.846
115 H 1.825 0.026 -4.005
116 H 2.677 -1.422 -3.574
117 H -0.147 -0.184 -4.610
118 H -0.912 -1.585 -5.209
119 C 2.525 3.775 -6.285
120 O 3.633 3.245 -6.246
121 N 1.545 3.442 -5.523
122 N 2.305 4.721 -7.122
123 H 0.747 4.061 -5.488
124 H 1.718 2.719 -4.839
125 H 3.034 5.016 -7.755
126 H 1.493 5.317 -7.041
127 C 6.048 -1.376 0.011
128 O 6.976 -0.948 0.625
129 N 5.535 -0.824 -1.038
130 N 5.437 -2.540 0.114
131 H 5.795 0.139 -1.198
132 H 4.731 -1.274 -1.452
133 H 5.518 -3.071 0.969
134 H 4.652 -2.580 -0.521
135 C -5.327 1.234 -5.496
136 O -5.354 2.265 -6.133
137 N -5.124 0.066 -6.016
138 N -5.411 1.174 -4.187
139 H -5.161 -0.031 -7.021
140 H -5.078 -0.737 -5.405
141 H -5.036 0.367 -3.710
142 H -5.729 1.966 -3.647
143 C -6.870 -3.851 -0.824
144 O -7.653 -3.600 0.086
145 N -6.683 -3.225 -1.947
146 N -6.010 -4.855 -0.847
147 H -7.084 -2.300 -2.015
148 H -5.957 -3.541 -2.574
149 H -5.507 -5.042 -1.703
150 H -6.010 -5.540 -0.105
151 C 3.096 2.119 -2.864
152 O 2.007 1.961 -3.321
153 N 4.058 2.304 -3.623
154 N 3.507 1.755 -1.735
155 H 4.873 1.886 -3.196
156 H 3.987 2.711 -4.545
157 H 2.944 1.548 -0.923
158 H 4.493 1.846 -1.537
159 C -1.506 1.232 -6.950
160 O -1.825 0.450 -7.827
161 N -2.424 1.817 -6.237
162 N -0.309 1.660 -6.691
163 H -2.215 2.608 -5.643
164 H -3.392 1.534 -6.281
165 H -0.128 2.567 -6.285
166 H 0.317 0.956 -7.054
167 C -3.721 -2.564 -3.281
168 O -4.704 -1.903 -3.598
169 N -2.752 -3.014 -4.050
170 N -3.616 -2.925 -2.050
171 H -2.890 -2.836 -5.034
172 H -2.325 -3.882 -3.759
173 H -2.751 -3.422 -1.890
174 H -4.272 -2.588 -1.359
175 C 4.727 -3.305 -3.341
176 O 4.200 -2.765 -2.385
177 N 5.991 -3.292 -3.532
178 N 4.116 -3.742 -4.432
179 H 6.347 -3.766 -4.350
180 H 6.537 -2.694 -2.928
181 H 4.707 -4.161 -5.136
182 H 3.119 -3.650 -4.562

Highest occupied orbital energy = -8.7 eV
Electronic energy = -4260.63197 Ha
Kohn-Sham gap = 8.89 eV

Here are the Löwdin charges for atoms 1 to 2, given in e:
1. C -0.038
2. C -0.367